# 1
{"formula": "C22H17BCl5N2O2V", "method": "ωB97M-V/def2-TZVPD", "total_charge": -1, "multiplicity": 4, "e_tot_ha": -4378.502997, "orbital_gap_ev": [7.473, 7.808], "species": ["V", "Cl", "C", "C", "C", "Cl", "C", "Cl", "C", "Cl", "C", "Cl", "C", "C", "C", "C", "C", "C", "N", "C", "C", "C", "C", "C", "C", "C", "O", "O", "C", "C", "H", "H", "H", "H", "H", "H", "H", "H", "H", "H", "H", "H", "H", "H", "B", "C", "N", "H", "H", "H"], "xyz": [[0.2179, 0.4970, 0.2450], [0.2891, 3.2856, -2.4528], [1.6181, 2.1844, -2.2668], [1.5080, 1.2096, -1.2810], [2.6021, 0.3658, -1.1964], [2.4644, -0.8870, 0.0491], [3.7433, 0.4188, -1.9830], [5.0393, -0.6943, -1.7755], [3.8004, 1.4150, -2.9510], [5.1833, 1.5543, -3.9717], [2.7331, 2.3035, -3.0953], [2.7989, 3.5401, -4.2932], [-2.6051, -4.9186, 4.1311], [-2.8245, -3.6562, 4.9249], [-3.3254, -3.7246, 6.2205], [-3.5332, -2.5751, 6.9684], [-3.2659, -1.3391, 6.4052], [-2.7750, -1.2504, 5.1094], [-2.5490, 0.0417, 4.5467], [-3.2451, 0.4139, 3.4053], [-4.5732, 0.0030, 3.2389], [-5.2953, 0.3738, 2.1228], [-4.7168, 1.1658, 1.1361], [-3.3993, 1.5530, 1.2760], [-2.6443, 1.1881, 2.3937], [-1.1853, 1.5445, 2.4202], [-0.5097, 1.4258, 3.4437], [-0.6815, 1.9268, 1.2762], [-2.5228, -2.4093, 4.3632], [-1.9374, -2.3262, 2.9796], [-3.0041, -5.7828, 4.6618], [-1.5413, -5.0924, 3.9545], [-3.0846, -4.8590, 3.1528], [-3.5537, -4.6952, 6.6465], [-3.9188, -2.6445, 7.9779], [-3.4458, -0.4198, 6.9483], [-1.5933, 0.3881, 4.5410], [-5.0247, -0.6148, 4.0050], [-6.3203, 0.0391, 2.0195], [-5.2807, 1.4525, 0.2584], [-2.9106, 2.1352, 0.5075], [-2.7092, -2.3786, 2.2074], [-1.2472, -3.1490, 2.7972], [-1.3952, -1.3937, 2.8345], [-2.3940, -3.3798, -0.5650], [-1.5523, -2.0575, -0.4557], [-0.9215, -1.0913, -0.3581], [-1.7772, -4.2221, 0.0605], [-2.4767, -3.6569, -1.7438], [-3.4791, -3.1466, -0.0690]], "atomic_forces_ev_per_a": [[-0.2, 0.3, 0.3], [0.0, 0.1, 0.0], [-0.1, -0.1, 0.2], [0.5, -0.1, -0.3], [0.0, 0.0, 0.0], [0.0, 0.0, 0.0], [-0.1, 0.0, 0.0], [0.0, 0.0, 0.0], [0.0, 0.1, -0.1], [0.0, 0.0, 0.0], [-0.2, 0.0, 0.1], [0.1, 0.0, -0.1], [0.0, 0.1, 0.0], [0.0, 0.0, 0.0], [0.0, 0.0, 0.0], [0.0, 0.0, 0.0], [0.0, 0.1, 0.0], [0.0, -0.1, 0.0], [0.0, 0.0, 0.0], [0.2, 0.0, 0.1], [-0.1, 0.0, 0.0], [0.0, 0.0, 0.1], [0.0, 0.0, -0.1], [0.0, 0.0, 0.1], [0.0, 0.2, -0.1], [-0.1, 0.0, 0.0], [0.0, 0.0, -0.1], [0.0, -0.2, 0.1], [0.0, 0.0, 0.0], [0.0, 0.0, 0.0], [0.0, 0.0, 0.0], [0.0, 0.0, 0.0], [0.0, 0.0, 0.0], [0.0, 0.0, 0.0], [0.0, 0.0, 0.0], [0.0, 0.0, 0.0], [0.0, 0.0, 0.0], [0.0, 0.0, 0.0], [0.0, 0.0, 0.0], [0.0, 0.0, 0.0], [0.0, 0.0, 0.0], [0.0, 0.0, 0.0], [0.0, 0.0, 0.0], [0.0, 0.0, 0.0], [0.0, -0.1, 0.0], [0.1, 0.1, 0.0], [0.0, -0.1, 0.0], [-0.1, 0.0, 0.0], [0.0, 0.0, 0.0], [0.0, 0.0, 0.0]], "nbo_charge": [1.252, 0.017, -0.046, -0.452, 0.044, 0.020, -0.139, 0.040, -0.086, 0.036, -0.094, 0.037, -0.636, -0.025, -0.223, -0.221, -0.227, 0.128, -0.647, 0.220, -0.240, -0.182, -0.272, -0.136, -0.249, 0.760, -0.671, -0.818, 0.064, -0.672, 0.206, 0.217, 0.233, 0.199, 0.204, 0.217, 0.438, 0.212, 0.204, 0.208, 0.231, 0.251, 0.222, 0.213, -0.590, 0.446, -0.710, 0.002, 0.010, 0.005]}


# 2
{"formula": "C22H17BrFeN3O3S2", "method": "ωB97M-V/def2-TZVPD", "total_charge": 0, "multiplicity": 2, "e_tot_ha": -5872.633617, "orbital_gap_ev": [6.127, 7.338], "species": ["Fe", "C", "C", "N", "N", "C", "S", "S", "C", "C", "C", "C", "C", "C", "C", "C", "C", "C", "C", "C", "C", "O", "H", "H", "H", "H", "H", "H", "H", "H", "H", "H", "H", "H", "H", "H", "Br", "C", "C", "C", "C", "C", "N", "C", "O", "O", "H", "H", "H"], "xyz": [[-1.7174, -1.2097, -0.2494], [0.5515, -1.5390, -2.6185], [0.4612, -0.6001, -1.4690], [0.3830, -1.0372, -0.2342], [0.7920, -0.1355, 0.7015], [0.0995, -0.1731, 1.8279], [-1.2977, -1.0918, 2.0227], [0.6293, 0.8588, 3.1339], [1.9239, 1.8640, 2.3492], [3.2706, 1.2063, 2.2008], [3.8506, 1.0749, 0.9467], [5.1074, 0.5042, 0.8077], [5.7957, 0.0535, 1.9242], [5.2194, 0.1780, 3.1809], [3.9653, 0.7521, 3.3162], [0.3598, 0.8516, -1.6557], [1.3605, 1.6762, -2.1523], [1.1817, 3.0486, -2.1187], [-0.0077, 3.5726, -1.6098], [-1.0287, 2.7564, -1.1615], [-0.8709, 1.3652, -1.1991], [-1.8569, 0.5352, -0.9042], [0.9875, -2.4884, -2.3231], [-0.4471, -1.7355, -3.0077], [1.1336, -1.0680, -3.4119], [1.5428, 2.2127, 1.3898], [1.9921, 2.7227, 3.0202], [3.3078, 1.4192, 0.0766], [5.5488, 0.4071, -0.1762], [6.7758, -0.3926, 1.8173], [5.7484, -0.1726, 4.0575], [3.5189, 0.8407, 4.3002], [2.2847, 1.2466, -2.5194], [1.9605, 3.7101, -2.4722], [-0.1403, 4.6467, -1.5741], [-1.9634, 3.1648, -0.8006], [-4.1739, 0.8628, 1.1579], [-4.6032, -0.7719, 0.3388], [-5.9300, -1.1769, 0.3170], [-6.2387, -2.3907, -0.2679], [-5.2270, -3.1662, -0.8110], [-3.9365, -2.6902, -0.7505], [-3.6251, -1.5058, -0.1843], [-2.7636, -3.4504, -1.3342], [-2.9294, -4.5261, -1.8589], [-1.6410, -2.8088, -1.2043], [-6.6888, -0.5477, 0.7556], [-7.2666, -2.7274, -0.2965], [-5.3986, -4.1251, -1.2775]], "atomic_forces_ev_per_a": [[1.3, 0.7, 0.4], [-0.1, 0.0, 0.0], [0.1, -0.1, 0.4], [0.1, -0.1, -0.8], [-0.8, 0.2, 1.7], [1.8, 0.6, -1.7], [-1.2, -0.6, -0.4], [-0.2, 0.0, 0.2], [0.0, 0.0, 0.0], [-0.1, 0.0, 0.0], [0.0, 0.0, 0.0], [0.0, 0.0, 0.0], [0.0, 0.0, 0.0], [0.0, 0.0, 0.0], [0.0, 0.0, 0.0], [0.2, 0.0, -0.1], [-0.2, 0.0, 0.1], [-0.1, 0.1, 0.0], [0.2, 0.1, -0.1], [-0.1, -0.3, 0.0], [0.4, 0.2, -0.2], [-0.5, -0.2, 0.5], [0.0, 0.0, 0.0], [0.0, 0.0, -0.1], [0.0, 0.0, 0.0], [0.0, 0.0, 0.0], [0.0, 0.0, 0.0], [0.0, 0.0, 0.0], [0.0, 0.0, 0.0], [0.0, 0.0, 0.0], [0.0, 0.0, 0.0], [0.0, 0.0, 0.0], [0.0, 0.0, 0.0], [0.0, 0.0, 0.0], [0.0, 0.0, 0.0], [0.0, 0.0, 0.0], [-0.2, 0.0, 0.0], [0.1, 0.2, 0.1], [0.0, -0.1, -0.1], [-0.1, 0.0, 0.0], [0.1, 0.0, 0.0], [-0.2, 0.0, 0.0], [-0.6, -0.2, 0.1], [-0.1, -0.1, -0.1], [0.0, 0.1, 0.0], [0.1, -0.4, 0.0], [0.0, 0.0, 0.0], [0.0, 0.0, 0.0], [0.0, 0.0, 0.0]], "nbo_charge": [1.159, -0.674, 0.397, -0.344, -0.332, -0.138, -0.018, 0.312, -0.565, 0.057, -0.231, -0.198, -0.219, -0.206, -0.237, -0.205, -0.169, -0.250, -0.198, -0.224, 0.342, -0.736, 0.250, 0.260, 0.232, 0.250, 0.236, 0.216, 0.209, 0.212, 0.213, 0.212, 0.216, 0.217, 0.214, 0.218, 0.146, 0.172, -0.258, -0.128, -0.207, 0.113, -0.482, 0.747, -0.578, -0.741, 0.246, 0.231, 0.260]}


# 3
{"formula": "C22H17BrInN12O2S7", "method": "ωB97M-V/def2-TZVPD", "total_charge": -1, "multiplicity": 1, "e_tot_ha": -7207.785751, "orbital_gap_ev": 6.843, "e_above_lowest_kcal_mol": 9.87, "species": ["In", "S", "C", "S", "C", "C", "S", "S", "S", "N", "C", "N", "N", "N", "N", "C", "N", "N", "N", "N", "H", "C", "O", "C", "C", "C", "Br", "C", "C", "C", "O", "C", "N", "C", "C", "C", "C", "C", "C", "N", "H", "H", "H", "H", "H", "H", "H", "H", "H", "H", "H", "S", "C", "N", "C", "C", "S", "H", "H", "H", "H", "H"], "xyz": [[0.4745, 1.5595, 1.6390], [5.7517, 6.5074, 2.0601], [4.6030, 5.3435, 2.0269], [3.2468, 5.2902, 3.1131], [2.5537, 3.7819, 2.5405], [3.1902, 3.1854, 1.5040], [2.7725, 1.7179, 0.6759], [4.6202, 4.0131, 0.9059], [1.1013, 3.2847, 3.3526], [-1.7394, -0.2542, 3.5957], [-2.2836, 0.7780, 2.8760], [-3.5547, 1.1385, 2.9168], [-3.6437, 2.1607, 2.0745], [-2.5146, 2.4241, 1.5450], [-1.6038, 1.5661, 2.0296], [-0.6519, -0.9483, 3.1492], [-0.4023, -2.2250, 3.4140], [0.7486, -2.4830, 2.8201], [1.1973, -1.4438, 2.2283], [0.3397, -0.4306, 2.4058], [-2.4040, -0.7983, 4.1249], [-0.1403, 4.5971, -0.2183], [-0.1674, 3.1922, -0.3704], [-0.9856, 2.6510, -1.3047], [-1.6739, 3.3605, -2.2771], [-2.5268, 2.6773, -3.1339], [-3.4077, 3.6317, -4.5162], [-2.7349, 1.3235, -3.0371], [-2.0121, 0.5919, -2.0914], [-1.1078, 1.2480, -1.2472], [-0.3423, 0.5787, -0.3762], [-2.1559, -0.8420, -1.9594], [-1.6222, -1.5303, -0.9757], [-1.9467, -2.8389, -1.1953], [-1.6367, -3.9829, -0.4699], [-2.1016, -5.1842, -0.9606], [-2.8602, -5.2663, -2.1308], [-3.1894, -4.1401, -2.8564], [-2.7196, -2.9290, -2.3777], [-2.8418, -1.6409, -2.8317], [0.5113, 5.0518, -0.9719], [0.2601, 4.7946, 0.7780], [-1.1461, 5.0165, -0.2832], [-1.5597, 4.4258, -2.3988], [-3.4502, 0.8355, -3.6796], [-0.5877, -0.4001, -0.4387], [-1.0558, -3.9147, 0.4361], [-1.8776, -6.0938, -0.4271], [-3.1992, -6.2311, -2.4779], [-3.7868, -4.1958, -3.7544], [-3.3003, -1.3475, -3.6779], [1.5798, -1.5443, -1.8325], [2.8812, -2.0653, -0.9886], [3.0512, -1.9947, 0.3167], [4.2564, -2.5024, 0.9143], [5.1168, -3.1470, -0.1776], [4.2650, -2.8576, -1.7672], [2.3026, -1.6611, 0.9596], [3.9896, -3.2292, 1.6878], [4.7907, -1.6791, 1.4006], [5.2223, -4.2213, -0.0428], [6.1080, -2.7040, -0.2432]], "atomic_forces_ev_per_a": [[1.1, 0.7, -0.3], [0.2, 0.3, 0.0], [-0.3, -0.4, 0.0], [0.4, -0.2, -0.4], [0.3, 0.1, -0.2], [0.0, 0.4, 0.3], [-0.5, -0.4, -0.1], [-0.2, 0.3, 0.4], [-0.4, -0.3, -0.2], [-0.3, -0.3, 0.4], [-0.3, 0.7, -0.6], [0.2, -0.8, 0.6], [-0.6, 0.6, -0.3], [0.2, 0.6, -0.6], [-0.5, -0.5, 0.6], [0.9, -0.4, -0.3], [-0.9, 0.3, 0.5], [0.5, -0.5, -0.1], [0.2, 0.2, -0.2], [-0.7, -0.3, 0.6], [0.0, 0.0, -0.1], [0.1, 0.5, 0.1], [0.0, -0.5, 0.1], [-0.2, -0.2, -0.2], [0.2, -0.1, 0.2], [-0.1, -0.2, -0.2], [-0.1, 0.1, 0.0], [0.1, 0.1, 0.1], [0.3, 0.5, 0.1], [-0.3, 0.2, -0.4], [0.1, 0.2, 0.2], [-0.1, -0.4, 0.1], [0.0, 0.6, -0.1], [-0.4, -0.4, -0.6], [0.0, 0.1, -0.1], [0.1, -0.1, 0.1], [-0.1, 0.0, -0.1], [-0.1, 0.1, -0.1], [0.3, -0.4, 0.6], [0.0, 0.4, -0.1], [-0.1, -0.1, 0.0], [0.0, -0.1, -0.1], [0.0, -0.1, 0.0], [0.1, 0.0, 0.1], [0.0, 0.0, -0.1], [0.1, -0.1, 0.3], [0.1, 0.0, 0.1], [0.0, -0.1, 0.1], [0.0, -0.1, 0.0], [0.0, -0.1, -0.1], [0.1, 0.0, 0.1], [-0.4, 0.1, -0.5], [0.5, -0.3, 0.2], [-0.1, 0.0, 0.0], [0.2, 0.0, 0.3], [0.1, -0.1, -0.4], [-0.1, 0.2, 0.2], [0.2, 0.0, -0.3], [0.1, 0.1, 0.0], [0.0, -0.1, 0.0], [0.0, 0.0, 0.1], [0.0, 0.0, 0.1]], "nbo_charge": [1.436, -0.115, -0.563, 0.460, -0.425, -0.425, -0.205, 0.460, -0.238, -0.591, 0.453, -0.368, -0.088, -0.120, -0.541, 0.467, -0.361, -0.076, -0.146, -0.511, 0.426, -0.254, -0.492, 0.285, -0.288, -0.083, 0.040, -0.220, -0.161, 0.390, -0.722, 0.407, -0.492, 0.100, -0.181, -0.229, -0.210, -0.264, 0.164, -0.538, 0.184, 0.223, 0.192, 0.239, 0.211, 0.548, 0.239, 0.212, 0.209, 0.210, 0.419, -0.222, -0.041, -0.596, -0.223, -0.540, 0.255, 0.449, 0.208, 0.206, 0.216, 0.221]}